Molecular formula: C7H13O6PS
Method: DFT, ωB97M-V with the def2-TZVPD basis set

Atoms and positions in Å:
C  5.18170  -0.71520  1.06817
O  4.20612  0.00374  0.31167
C  2.97815  -0.48854  0.31146
O  2.66524  -1.58676  0.76174
C  2.10056  0.39230  -0.44427
C  2.38698  1.76340  -0.97606
C  0.92919  -0.09443  -0.84094
O  0.40450  0.57585  -1.90264
S  -0.98261  0.02409  -2.41061
O  -1.96946  0.26106  -0.79352
P  -3.08505  0.32874  0.51011
O  -4.56787  0.34796  -0.20865
C  -5.62361  1.32116  -0.07237
O  -3.23936  -1.18196  0.83711
C  -2.04937  -2.03019  0.96994
H  5.65003  -0.07397  1.85499
H  5.88798  -0.95208  0.32822
H  4.61767  -1.49591  1.48835
H  1.36959  2.21531  -1.15511
H  2.91378  1.67740  -1.92631
H  2.95932  2.28209  -0.12259
H  0.51981  -0.96765  -0.42468
H  -5.31250  2.31739  0.34440
H  -6.52428  0.79640  0.50358
H  -6.04734  1.67121  -1.00883
H  -1.57695  -2.20603  -0.02419
H  -2.50770  -2.73926  1.61005
H  -1.28451  -1.44614  1.41097

The calculation puts the LUMO energy at -0.6312 eV. As for the SMILES: COC(=O)/C(C)=C/OSOP(OC)OC. As for the electronic energy: -39875.254 eV. The value obtained for the energy above the lowest of the compared OMol25 structures with the same formula, charge and spin is 2.8305 eV.